No. 1
Computed, not measured: C10H8N2O as an isolated structure in a non-equilibrium geometry, with ωB97M-V/def2-TZVPD.

Computed properties:
Strongest force on any atom   0.3841 hartree/bohr
Orbital gap   9.295 eV
2S+1   1
HOMO energy   -9.10 eV
Energy relative to the best compared isomer or geometry (same formula, charge and spin)   665.2 kJ/mol
Charge   0
Energy   -570.35535 Ha
E_LUMO   0.2 eV

Last column: Mulliken charge in e.
CARTESIAN COORDINATES (ANGSTROEM)
C 1.33957 0.77131 -0.18690  1.708
C 2.67868 0.74054 -0.23596  -0.721
C 3.28848 -0.48719 0.08590  -0.892
C 2.35492 -1.52501 0.45517  -0.626
C 0.55847 -0.24936 0.16478  0.024
C -0.93880 -0.20570 0.07429  0.455
C -1.66510 -0.80850 -0.96204  -0.328
C -3.03028 -0.62743 -0.91291  0.005
C -3.09454 0.53486 0.96891  -0.226
C -1.65038 0.52315 0.95362  -0.535
H 1.53134 2.84678 -0.82026  0.395
H 3.48180 1.69092 -0.36377  0.022
H 4.10040 -0.34116 0.26980  0.747
H 2.93620 -2.26866 0.48459  0.599
H -1.17741 -1.53021 -1.75770  0.237
H -3.52428 -1.42205 -1.82396  0.138
H -3.55271 1.07719 1.84356  0.300
H -1.60536 0.90620 1.87622  0.434
N 0.99881 -1.44168 0.39982  -0.526
N -3.75455 -0.14120 0.01917  -0.568
O 0.72478 1.95717 -0.53234  -0.642

No. 2
Computed, not measured: a 8-piece molecular cluster, C26H52Cl4O15 overall in a non-equilibrium geometry, with ωB97M-V/def2-TZVPD.

Computed properties:
Strongest force on any atom   0.1072 hartree/bohr
Orbital gap   10.453 eV
2S+1   1
SMILES string   CCOC(=O)OC.CCOC(=O)OC.CCOC(=O)OC.CCOC(C)=O.CCOC(C)=O.CCOC(C)=O.ClCCl.ClCCl
HOMO energy   -9.87 eV
Energy relative to the best compared isomer or geometry (same formula, charge and spin)   342.3 kJ/mol
Charge   0
Energy   -3991.18181 Ha
E_LUMO   0.6 eV

Last column: Mulliken charge in e.
CARTESIAN COORDINATES (ANGSTROEM)
C -1.47796 5.80207 4.40441  -0.563
C -2.28881 6.21171 3.15789  -0.372
O -2.24767 5.32120 2.07460  -0.391
C -1.30178 5.47988 1.12557  0.813
O -0.54809 6.41632 1.09727  -0.577
O -1.33717 4.48909 0.25460  -0.306
C -0.30154 4.40948 -0.71195  -0.089
H -1.89547 4.86561 4.77431  0.277
H -1.47138 6.51393 5.22983  0.376
H -0.44611 5.57989 4.13236  -0.036
H -2.12540 7.20465 2.73901  0.361
H -3.36806 6.27003 3.29904  0.346
H -0.29360 5.18547 -1.47738  0.381
H -0.48113 3.49541 -1.27791  -0.202
H 0.71208 4.24799 -0.34506  0.156
C 1.82365 2.94690 -6.24008  -1.211
C 1.65813 1.51870 -5.57983  0.171
O 2.84514 0.97138 -5.89236  -0.240
C 3.07346 -0.36936 -5.92199  0.815
O 2.21239 -1.23196 -5.72462  -0.625
O 4.33687 -0.57721 -6.35086  -0.319
C 4.79430 -1.86409 -6.67425  -0.669
H 2.20494 2.90100 -7.26019  0.325
H 2.41607 3.71163 -5.73778  0.327
H 0.81822 3.35441 -6.34564  0.322
H 0.81128 1.03741 -6.06899  0.342
H 1.47672 1.41916 -4.50964  -0.077
H 5.57088 -2.20954 -5.99184  0.261
H 5.32495 -1.61419 -7.59297  0.268
H 4.06135 -2.66992 -6.71347  0.333
C -3.17214 -6.98439 2.95616  -1.258
C -1.69263 -6.57416 2.96244  -0.136
O -1.52513 -5.44236 2.10658  -0.217
C -1.86827 -4.17108 2.41110  0.720
O -1.92894 -3.62484 3.51050  -0.597
O -2.02277 -3.52753 1.19211  -0.342
C -1.96280 -2.13757 1.19949  -0.394
H -3.74518 -6.90080 2.03272  0.316
H -3.73932 -6.35297 3.64007  0.299
H -3.14258 -8.02630 3.27500  0.397
H -1.20999 -7.47445 2.58212  0.372
H -1.33061 -6.40607 3.97673  0.213
H -2.92982 -1.70113 0.94953  0.337
H -1.23081 -1.99366 0.40478  0.005
H -1.45883 -1.74863 2.08427  0.289
C 2.18656 4.51512 2.60721  -1.590
C 1.77317 3.13307 2.04344  0.144
O 2.09209 2.31204 3.18948  -0.356
C 1.38873 1.14816 3.31486  0.781
C 1.70327 0.49858 4.67530  -1.139
O 0.60234 0.71451 2.46601  -0.494
H 2.26821 5.33345 1.89181  0.328
H 3.13095 4.39167 3.13728  0.455
H 1.45476 4.82474 3.35333  0.256
H 0.71931 3.22427 1.78045  0.483
H 2.54441 2.89262 1.31168  0.049
H 1.99063 1.22189 5.43842  0.341
H 2.35660 -0.35524 4.85490  0.270
H 0.73437 0.13865 5.02144  0.314
C 1.18848 -5.85845 5.08492  -0.881
C 2.37221 -4.99600 4.71357  -0.421
O 1.93623 -3.88380 3.93882  -0.233
C 2.36136 -3.70954 2.76040  0.352
C 1.49761 -2.67319 2.04804  -0.035
O 3.30794 -4.28143 2.20602  -0.678
H 0.50680 -5.19757 5.62032  0.324
H 1.50366 -6.66395 5.74820  0.401
H 0.78895 -6.26754 4.15696  0.095
H 2.64947 -4.53737 5.66273  0.248
H 3.21972 -5.49284 4.24137  0.402
H 1.06154 -3.16570 1.17892  0.062
H 2.07996 -1.87764 1.58323  0.270
H 0.70325 -2.39487 2.74059  0.100
C -5.18155 -0.37691 -2.53820  -1.054
C -5.22389 0.53560 -3.77631  -0.315
O -3.84685 1.11851 -3.70033  -0.166
C -3.58593 2.11277 -4.59857  0.471
C -2.31860 2.88305 -4.25471  -0.284
O -4.28415 2.52716 -5.45439  -0.543
H -4.61362 -0.05414 -1.66562  0.253
H -4.87063 -1.39055 -2.79108  0.299
H -6.20281 -0.54996 -2.19882  0.382
H -5.32699 0.04964 -4.74652  0.320
H -6.01366 1.28188 -3.69020  0.312
H -2.25492 3.59385 -5.07861  0.349
H -1.47921 2.19525 -4.35696  -0.201
H -2.23702 3.45692 -3.33160  0.186
Cl 1.98845 1.62477 -0.92905  -0.227
C 0.46671 0.71159 -0.76247  0.042
Cl -0.36941 0.70142 -2.38309  -0.075
H 0.66053 -0.28206 -0.35851  -0.243
H -0.09009 1.21568 0.02744  0.436
Cl 3.82078 -1.39892 -1.18476  -0.172
C 2.60941 -2.04470 -2.38265  0.282
Cl 1.18419 -2.67988 -1.75738  -0.100
H 2.34773 -1.18794 -3.00362  -0.415
H 3.10249 -2.78781 -3.00935  0.413

No. 3
Computed, not measured: a 2-piece molecular cluster, C8H21N3P overall in a non-equilibrium geometry, with ωB97M-V/def2-TZVPD.

Computed properties:
Strongest force on any atom   0.0947 hartree/bohr
Orbital gap (spin up / spin down)   6.410 / 8.264 eV
2S+1   1
HOMO energy (spin up / spin down)   -10.45 / -11.32 eV
Energy relative to the best compared isomer or geometry (same formula, charge and spin)   324.0 kJ/mol
Charge   +1
Energy   -822.62082 Ha
E_LUMO (spin up / spin down)   -4.0 / -3.1 eV

Last column: Mulliken charge in e.
CARTESIAN COORDINATES (ANGSTROEM)
C -1.90385 2.20841 2.25222  0.662
C 1.47290 -0.43024 -2.85992  -1.397
C -0.52310 -2.60785 -1.20239  -1.451
C 1.67834 -1.72506 -0.16729  -1.381
C 0.34425 -0.24013 -1.82790  -0.276
C -0.53781 -0.83662 0.33578  -1.554
C 0.42710 1.65941 1.37887  -0.371
C 0.29394 -1.23979 -0.76171  1.958
N -2.51488 2.36696 3.41800  -0.387
N -2.49498 2.70785 1.17517  -0.394
N -0.62692 1.79612 2.31133  -0.123
P 2.09759 1.45009 2.07214  -0.210
H 2.38682 0.12543 -2.57811  0.327
H 1.42315 -1.53131 -3.04497  0.348
H 1.28627 0.05052 -3.81957  0.401
H -0.95675 -3.22563 -0.34088  0.340
H 0.19170 -3.30487 -1.74479  0.347
H -1.21569 -2.16837 -1.84342  0.509
H 1.46770 -2.53878 0.53618  0.436
H 2.30892 -1.98860 -1.00191  0.423
H 2.16191 -0.92626 0.50443  0.056
H 0.50467 0.71684 -1.31402  -0.020
H -0.57475 -0.27147 -2.41636  0.451
H -0.49214 -1.00970 1.40770  0.341
H -1.36074 -0.14373 0.20319  0.337
H 0.32789 2.43188 0.45802  0.308
H -3.41383 2.74413 3.40186  0.208
H -2.02809 2.19802 4.32214  0.227
H -3.03021 3.54211 1.22565  0.247
H -1.90234 2.60322 0.39538  0.236
H -0.42177 1.26539 3.12826  0.241
H 1.91806 2.11060 3.20873  0.057
H 2.65539 2.64248 1.40988  0.103

No. 4
Computed, not measured: C50H44BrCl3N4O5ReS2SiTe as an isolated structure in a non-equilibrium geometry, with ωB97M-V/def2-TZVPD.

Computed properties:
Strongest force on any atom   0.0472 hartree/bohr
Orbital gap (spin up / spin down)   5.866 / 6.310 eV
2S+1   2
HOMO energy (spin up / spin down)   -7.12 / -7.28 eV
Energy relative to the best compared isomer or geometry (same formula, charge and spin)   191.8 kJ/mol
Charge   0
Energy   -7913.71813 Ha
E_LUMO (spin up / spin down)   -1.3 / -1.0 eV

Last column: Mulliken spin population.
CARTESIAN COORDINATES (ANGSTROEM)
Re -0.81390 0.67374 1.25247  1.011
C -0.52304 3.86851 4.32544  0.000
Si -1.27429 3.60123 2.65313  -0.009
C 0.06543 3.97126 1.42861  0.020
C -2.69656 4.75640 2.33443  0.001
N -1.80144 1.92174 2.49599  -0.064
C -2.85228 1.42492 3.29276  -0.031
C -3.56435 2.24164 4.19103  -0.003
C -4.63270 1.76953 4.93682  0.000
C -5.05333 0.45164 4.80398  -0.003
C -4.36448 -0.37500 3.93237  0.002
C -3.27558 0.10468 3.22787  0.037
O -2.58896 -0.73383 2.31469  0.056
C -2.28482 -2.05717 2.74209  -0.016
C -2.13776 -2.36107 4.08208  0.016
C -1.76380 -3.64577 4.44721  -0.003
C -1.52548 -4.61874 3.48669  -0.001
C -1.68920 -4.29746 2.14644  -0.001
C -2.08164 -3.01574 1.77062  0.000
H -0.67489 4.90629 4.66265  0.000
H 0.55601 3.68501 4.26125  0.000
H -0.93004 3.19435 5.08753  0.000
H 0.38146 5.01174 1.59842  0.003
H -0.27391 3.88302 0.39539  -0.009
H 0.94167 3.33017 1.56800  -0.011
H -2.37940 5.53689 1.63310  0.000
H -3.06023 5.25199 3.24269  0.000
H -3.53205 4.20536 1.89523  -0.001
H -3.27281 3.28261 4.29805  0.000
H -5.14402 2.44233 5.61657  0.000
H -5.89891 0.07079 5.36759  0.000
H -4.66632 -1.40518 3.79181  0.000
H -2.30131 -1.60981 4.83771  0.003
H -1.64660 -3.87734 5.49855  0.000
H -1.21685 -5.61599 3.77981  0.000
H -1.51193 -5.04130 1.37636  0.000
H -2.21762 -2.77633 0.72843  -0.001
Te 0.36733 0.01538 3.58736  0.013
C 2.46241 0.18818 3.53033  0.002
C 3.10900 1.28646 2.96623  -0.011
C 4.48456 1.42437 3.09337  0.002
C 5.22264 0.47410 3.79141  -0.002
C 4.58065 -0.62251 4.35370  0.002
C 3.20048 -0.77069 4.22197  0.004
H 2.54141 2.03025 2.41690  -0.003
H 4.98025 2.27940 2.64632  0.000
H 6.29474 0.59051 3.89790  0.000
H 5.15189 -1.37196 4.89042  0.000
H 2.70526 -1.63692 4.65002  -0.001
Br 5.29777 0.56721 -1.72974  0.000
C 3.59934 0.61033 -0.89457  0.001
C 2.65946 1.55980 -1.27451  0.008
C 1.42991 1.58724 -0.62097  -0.032
C 1.11858 0.69626 0.42321  0.030
C 2.08915 -0.25583 0.75135  0.032
C 3.31915 -0.30808 0.10071  -0.003
H 2.87626 2.27139 -2.06370  0.001
H 0.70893 2.32399 -0.94289  -0.013
H 1.89514 -0.99532 1.51215  -0.007
H 4.05835 -1.04645 0.39328  -0.001
O -0.01128 2.21451 -4.31944  0.001
S -1.21986 1.68445 -3.75114  0.000
O -1.85627 0.57045 -4.40366  0.002
N -1.01444 1.36530 -2.17205  0.021
C -1.77833 2.11214 -1.40687  -0.001
O -1.83974 2.03334 -0.13274  -0.023
C -2.61452 3.10980 -2.16093  -0.003
C -3.48668 4.05980 -1.67223  0.001
C -4.13442 4.88546 -2.58715  0.000
C -3.90816 4.75264 -3.95647  0.000
C -3.02849 3.79309 -4.44539  0.001
C -2.39610 2.98580 -3.51969  0.001
H -3.65053 4.14905 -0.60939  -0.001
H -4.82079 5.64496 -2.23278  0.000
H -4.42676 5.40373 -4.65174  0.000
H -2.84401 3.68701 -5.50807  0.000
Cl 5.24916 -1.02588 -6.39445  0.000
C 3.80643 -1.59457 -5.60911  0.000
C 3.02489 -0.70737 -4.89120  0.000
C 1.89046 -1.18360 -4.26017  0.001
C 1.50669 -2.52365 -4.31776  -0.001
C 0.26255 -3.02005 -3.60850  0.000
C -0.88166 -1.97668 -3.69455  0.000
N -1.31610 -1.40362 -2.41873  0.000
C -2.61704 -1.41340 -1.93844  -0.003
C -2.57372 -0.87538 -0.70724  0.005
N -1.23974 -0.57540 -0.40084  -0.035
C -0.52651 -0.90189 -1.46833  0.027
O 0.43504 -3.41757 -2.26043  0.000
C 1.65827 -3.13252 -1.58458  0.000
C 2.81986 -4.01137 -1.95479  -0.001
C 2.83921 -5.36931 -1.88622  0.000
Cl 1.55995 -6.39610 -1.36647  0.000
S 4.33413 -6.03815 -2.36968  0.000
C 4.98348 -4.48529 -2.67701  0.000
C 4.07795 -3.50558 -2.41768  0.000
C 2.31574 -3.37622 -5.06937  0.000
Cl 1.95654 -5.07436 -5.21097  0.000
C 3.45818 -2.92658 -5.71366  0.000
H 3.29841 0.33729 -4.82884  0.000
H 1.27010 -0.46132 -3.73651  0.000
H -0.07662 -3.90638 -4.12727  0.000
H -1.76421 -2.43612 -4.12189  0.000
H -0.59352 -1.16760 -4.35816  0.000
H -3.44743 -1.75772 -2.53830  0.000
H -3.38241 -0.66565 -0.02827  -0.002
H 0.53453 -0.72817 -1.57355  -0.005
H 1.41268 -3.24926 -0.52995  0.000
H 1.96053 -2.09345 -1.73141  -0.001
H 5.99821 -4.38394 -3.04260  0.000
H 4.27964 -2.44189 -2.55489  0.000
H 4.07002 -3.61505 -6.28258  0.000